(1)
21
Properties=species:S:1:pos:R:3:mulliken_charge:R:1 method="wB97M-V/def2-TZVPD" total_energy_ev=-11974.8579 charge=+1 gap_ev=11.03 largest_force_ev_per_a=1.67
C 1.3308 -0.6945 -0.6300 -0.010
C 2.3269 0.1470 -0.6924 -0.751
N 0.2694 -0.5202 0.3976 0.024
H 1.1297 -1.5663 -1.2323 0.383
H 3.2163 -0.0161 -1.2827 0.289
H 2.5376 0.9894 -0.0452 0.231
H 0.3362 -1.2735 1.0836 0.317
H 0.2902 0.4013 0.8439 0.244
H -0.6425 -0.6382 -0.0988 0.311
H -0.1347 -3.0118 3.4079 0.312
H -1.0554 -3.2312 2.1841 0.310
O -0.3507 -2.6766 2.5324 -0.651
H -0.3612 2.5028 1.5186 0.301
H -0.4978 2.6373 -0.0616 0.319
O -0.6478 2.0723 0.7043 -0.672
H -3.0490 -0.1418 -0.8464 0.308
H -2.1015 0.9079 -0.2961 0.331
O -2.1103 0.0240 -0.6942 -0.682
H -0.7598 0.8362 -2.1023 0.328
H 0.2097 1.9315 -2.7096 0.258
O 0.0639 1.3205 -1.9811 -0.500

***

(2)
23
Properties=species:S:1:pos:R:3:mulliken_charge:R:1 method="wB97M-V/def2-TZVPD" multiplicity=2 total_energy_ev=-9988.3567 charge=0 s_squared=0.751 gap_ev="2.93 / 11.90" largest_force_ev_per_a=4.12
C -2.7264 -0.4037 0.5084 -1.160
C -1.3641 -0.4775 -0.1193 0.196
N -0.4419 0.6711 0.3501 -0.427
C 0.2033 0.6238 1.6917 -1.891
C -1.2452 -0.4768 -1.7292 -1.905
H -3.0832 0.6744 0.3108 0.425
H -3.4319 -1.0797 -0.0340 0.371
H -2.6434 -0.5613 1.5617 0.317
H -0.6530 -1.2764 0.0476 0.501
H -0.9425 1.5634 0.3692 0.791
H 0.2703 0.9486 -0.3464 -0.107
H 0.6676 -0.3180 1.6759 0.362
H -0.5120 0.7200 2.4575 0.429
H 1.0468 1.2870 1.7062 0.714
H -1.5363 0.5721 -2.0964 0.395
H -0.1404 -0.6366 -2.1420 0.342
H -1.7892 -1.3028 -2.1081 0.502
H 2.7073 0.6442 -0.4383 0.000
H 2.3713 1.7540 -1.5289 0.048
O 2.0054 1.1627 -0.7958 0.306
H 4.0833 -1.4263 0.9443 0.415
H 3.7582 -1.5351 -0.5418 0.383
O 3.3963 -1.1272 0.2571 -1.009

***

(3)
14
Properties=species:S:1:pos:R:3:mulliken_charge:R:1 method="wB97M-V/def2-TZVPD" total_energy_ev=-9845.0223 charge=0 gap_ev=10.41 largest_force_ev_per_a=0.57
H 2.5572 -0.1443 1.0139 0.248
N 1.8244 0.5650 1.0058 -0.656
C 0.9947 0.3057 0.0939 0.597
C 1.0447 -0.8757 -0.8637 -1.006
O 0.0581 1.2765 -0.2140 -0.384
C -1.2889 1.1578 0.2197 -0.171
C -1.6409 -0.3057 0.4066 -0.084
O -1.0743 -0.9806 1.2309 -0.422
H 1.8599 -0.6979 -1.5722 0.360
H 1.2395 -1.8216 -0.3464 0.331
H 0.1253 -0.9822 -1.4447 0.321
H -1.4220 1.7011 1.1631 0.270
H -1.9392 1.6138 -0.5342 0.243
H -2.3680 -0.7590 -0.2973 0.353

***

(4)
44
Properties=species:S:1:pos:R:3:mulliken_charge:R:1 method="wB97M-V/def2-TZVPD" smiles="CCCOc1ccc(S(=O)(=O)NCc2ccc(OC)cc2)cc1" total_energy_ev=-38484.3777 charge=0 gap_ev=9.02 largest_force_ev_per_a=0.96
C -1.4626 -0.2032 -5.4394 -1.216
C -2.4272 -0.1316 -4.2622 -0.267
C -2.1182 1.0662 -3.3619 -0.877
O -0.8307 0.9945 -2.7753 -0.429
C -0.5850 0.1076 -1.7789 0.502
C 0.7612 -0.0293 -1.4199 -0.452
C 1.1281 -0.8671 -0.3897 -0.474
C 0.1528 -1.5637 0.3008 0.008
S 0.5961 -2.6165 1.6810 1.424
O 1.6059 -3.5415 1.2592 -0.740
O -0.6133 -3.1149 2.2650 -0.710
N 1.3279 -1.6399 2.8128 -0.257
C 0.5517 -0.5325 3.3351 -1.502
C 0.5554 0.6589 2.4129 0.731
C 1.7545 1.3052 2.1236 -0.585
C 1.8031 2.3316 1.2075 -0.679
C 0.6444 2.7440 0.5466 0.568
O 0.8042 3.7416 -0.3612 -0.457
C -0.3024 4.1244 -1.1437 -0.431
C -0.5623 2.1267 0.8557 -0.025
C -0.5967 1.0971 1.7810 -0.587
C -1.1749 -1.4502 -0.0498 -1.101
C -1.5528 -0.6231 -1.0931 -0.135
H -1.6652 -1.0840 -6.0429 0.370
H -1.5610 0.6784 -6.0687 0.319
H -0.4377 -0.2575 -5.0804 0.267
H -3.4530 -0.0334 -4.6214 0.434
H -2.3557 -1.0520 -3.6798 0.270
H -2.8900 1.1857 -2.5914 0.385
H -2.0870 1.9794 -3.9633 0.486
H 1.4956 0.5405 -1.9665 0.481
H 2.1652 -0.9897 -0.1202 0.392
H 2.2686 -1.4031 2.5394 0.321
H -0.4580 -0.9228 3.4715 0.452
H 0.9630 -0.2650 4.3146 0.409
H 2.6615 0.9965 2.6243 0.425
H 2.7300 2.8319 0.9760 0.446
H 0.0670 4.8985 -1.8144 0.264
H -0.6789 3.2830 -1.7329 -0.068
H -1.1086 4.5368 -0.5284 0.335
H -1.4800 2.4331 0.3794 0.378
H -1.5405 0.6232 2.0072 0.346
H -1.9040 -2.0174 0.5068 0.517
H -2.5975 -0.5496 -1.3497 0.459

***

Among the records above, which one has the highest charge?
C2H14NO4

***

Look up the charge of the first one.
+1

***

The highest charge belongs to which entry?
C2H14NO4